(1)
ORCA calculation (ωB97M-V with the def2-TZVPD basis set) on C3H8Br2O4PS as an isolated structure.

**Total charge**: -1
**Orbital gap**: 5.8 eV
**Lowest unoccupied orbital energy**: 0.0753 hartree
**HOMO energy**: -3.73 eV
**Spin multiplicity**: 1

Element x y z (Å)
1 C -0.84820 0.76557 -2.17623
2 C 0.19260 -0.09350 -1.46345
3 C 0.43908 0.42177 -0.05677
4 Br 1.71423 1.87399 -0.13071
5 O 0.88769 -0.66619 0.80731
6 P 0.22970 -0.96694 2.19117
7 O 1.05291 -1.75262 3.10522
8 O -0.21831 0.44924 2.76377
9 O -1.19746 -1.68038 1.93717
10 S -1.59983 -2.57051 0.58916
11 H -0.49991 1.79929 -2.22954
12 H -1.79262 0.76148 -1.62583
13 H -1.02132 0.41192 -3.19244
14 H -0.15242 -1.12671 -1.41369
15 H 1.12596 -0.07111 -2.02764
16 H -0.46858 0.85775 0.35889
17 H -0.19481 0.40268 3.72205
18 H -0.41509 -3.17399 0.39684
19 Br 2.76636 4.35827 -1.55526

Here are the natural (NBO) charges for atoms 1 to 4, given in e: number 1, C, carries -0.61; number 2, C, carries -0.45; number 3, C, carries 0.00; number 4, Br, carries 0.10

=====

(2)
ORCA calculation (ωB97M-V with the def2-TZVPD basis set) on C3H8BrN2 as an isolated structure in a non-equilibrium geometry.

**Total charge**: +1
**Orbital gap**: 10.7 eV
**Lowest unoccupied orbital energy**: -0.1196 hartree
**HOMO energy**: -14.00 eV
**Spin multiplicity**: 1

Element x y z (Å)
1 C 0.18384 1.44521 0.06087
2 C -0.98376 -0.50465 0.68208
3 C 1.39772 0.14260 -0.49502
4 N -1.05142 0.75678 0.15350
5 N 0.55166 -1.13506 -0.13467
6 Br 3.05902 0.02889 0.33542
7 H 0.55129 1.95576 0.95817
8 H 0.17332 2.12360 -0.77449
9 H -0.65389 -0.51828 1.69812
10 H -1.76994 -1.28796 0.37049
11 H 1.37496 0.39236 -1.55441
12 H -1.70412 0.97734 -0.68592
13 H 0.81438 -1.60360 0.72854
14 H 0.46359 -1.81910 -0.90272

Here are the natural (NBO) charges for atoms 1 to 4, given in e: number 1, C, carries -0.19; number 2, C, carries 0.03; number 3, C, carries -0.21; number 4, N, carries -0.59

=====

(3)
ORCA calculation (ωB97M-V with the def2-TZVPD basis set) on C3H8BrO as an isolated structure in a non-equilibrium geometry.

**Total charge**: -1
**Orbital gap**: 7.4 eV
**Lowest unoccupied orbital energy**: 0.1501 hartree
**HOMO energy**: -3.28 eV
**Spin multiplicity**: 1

Element x y z (Å)
1 Br -3.57242 -3.44651 17.14162
2 C -7.64095 -1.78330 17.31334
3 C -6.20514 -2.21059 16.90503
4 C -5.70609 -1.55336 15.61972
5 O -5.24183 -1.97707 17.92168
6 H -7.85729 -0.77522 17.66700
7 H -8.01923 -2.45017 18.08813
8 H -8.38961 -1.93399 16.53559
9 H -6.28411 -3.29498 16.82792
10 H -6.31775 -2.01278 14.84325
11 H -4.65031 -1.77670 15.46624
12 H -5.86151 -0.48488 15.76903
13 H -4.51169 -2.59703 17.85732

Here are the natural (NBO) charges for atoms 1 to 4, given in e: number 1, Br, carries -0.73; number 2, C, carries -0.62; number 3, C, carries 0.09; number 4, C, carries -0.64

=====

(4)
ORCA calculation (ωB97M-V with the def2-TZVPD basis set) on a 2-piece molecular cluster, C3H8BrO2P overall in a non-equilibrium geometry.

**Total charge**: 0
**Orbital gap**: 9.6 eV
**Lowest unoccupied orbital energy**: 0.0206 hartree
**HOMO energy**: -9.06 eV
**Spin multiplicity**: 1
**SMILES string**: CP(O)Br.C=CO

Element x y z (Å)
1 C 2.16444 0.13945 0.30652
2 P 1.26699 1.59357 1.12953
3 O 0.30515 1.84152 -0.07833
4 Br -0.12927 0.32431 2.38266
5 H 3.26899 0.35510 0.29472
6 H 2.04138 -0.79610 0.89814
7 H 1.84226 0.02837 -0.77357
8 H -0.58548 1.82983 0.09570
9 C -1.05468 -1.57459 -0.64545
10 C -1.40555 -0.41608 -0.98032
11 O -2.13717 0.58296 -0.34050
12 H -0.67382 -2.29736 -1.25603
13 H -1.13831 -1.88158 0.39156
14 H -1.12093 0.03097 -1.85696
15 H -2.64399 0.23964 0.43234

Here are the natural (NBO) charges for atoms 1 to 4, given in e: number 1, C, carries -0.99; number 2, P, carries 1.11; number 3, O, carries -1.02; number 4, Br, carries -0.35

=====

(5)
ORCA calculation (ωB97M-V with the def2-TZVPD basis set) on C3H8CdO2 as an isolated structure in a non-equilibrium geometry.

**Total charge**: +1
**Orbital gap (spin up / spin down)**: 6.0 / 7.3 eV
**Lowest unoccupied orbital energy (spin up / spin down)**: -0.2505 / -0.2518 hartree
**HOMO energy (spin up / spin down)**: -12.82 / -14.15 eV
**Spin multiplicity**: 2

Element x y z (Å)
1 H 4.31463 0.36302 0.25656
2 O 1.92869 0.57472 0.08316
3 C 1.32032 -0.64140 -0.28640
4 C -0.12477 -0.68894 0.18935
5 O -0.74758 0.55155 -0.18626
6 C -2.15562 0.59246 0.03258
7 Cd 0.62938 1.99183 -0.12593
8 H 1.86204 -1.48673 0.16592
9 H 1.35289 -0.77874 -1.37930
10 H -0.18644 -0.78587 1.28446
11 H -0.66797 -1.52036 -0.28146
12 H -2.50821 1.58453 -0.26656
13 H -2.64238 -0.17635 -0.58130
14 H -2.37498 0.42028 1.09518

Here are the natural (NBO) charges for atoms 1 to 4, given in e: number 1, H, carries 0.01; number 2, O, carries -0.94; number 3, C, carries -0.12; number 4, C, carries -0.11

=====

(6)
ORCA calculation (ωB97M-V with the def2-TZVPD basis set) on a 2-piece molecular cluster, C3H8Cl2N overall in a non-equilibrium geometry.

**Total charge**: +1
**Orbital gap (spin up / spin down)**: 7.0 / 9.3 eV
**Lowest unoccupied orbital energy (spin up / spin down)**: -0.1754 / -0.1411 hartree
**HOMO energy (spin up / spin down)**: -11.76 / -13.12 eV
**Spin multiplicity**: 1

Element x y z (Å)
1 C -0.16768 2.45330 0.94303
2 C -0.63996 -1.16393 -1.09536
3 C 0.69569 1.35901 0.56594
4 N 0.16205 -2.25976 -0.51021
5 Cl 1.30249 0.33168 1.82069
6 Cl 0.78249 0.84037 -1.03202
7 H 0.02126 2.85544 1.93703
8 H -0.12083 3.37264 0.28825
9 H -1.17528 2.13957 0.91372
10 H -1.52299 -1.02055 -0.52038
11 H -0.80309 -1.24506 -2.12281
12 H 0.72179 -2.10486 0.37149
13 H 0.92468 -2.36808 -1.25125
14 H -0.18060 -3.18977 -0.30811

Here are the natural (NBO) charges for atoms 1 to 4, given in e: number 1, C, carries -0.72; number 2, C, carries -0.25; number 3, C, carries -0.07; number 4, N, carries -0.73

=====

(7)
ORCA calculation (ωB97M-V with the def2-TZVPD basis set) on a 2-piece molecular cluster, C3H8Cl2NO2P overall in a non-equilibrium geometry.

**Total charge**: 0
**Orbital gap (spin up / spin down)**: 5.7 / 5.7 eV
**Lowest unoccupied orbital energy (spin up / spin down)**: -0.0914 / -0.0915 hartree
**HOMO energy (spin up / spin down)**: -8.19 / -8.17 eV
**Spin multiplicity**: 1

Element x y z (Å)
1 C -1.96733 -1.24888 0.49937
2 C -0.97616 -1.63081 1.58165
3 C 1.17093 0.26018 -1.76694
4 N 1.79548 2.19189 0.17597
5 O -0.60363 2.15005 -0.73555
6 O 0.21363 -1.43114 1.05260
7 P 0.53098 1.30774 -0.32164
8 Cl 1.29951 1.52557 -3.03401
9 Cl 2.64077 -0.65538 -1.52076
10 H -2.39580 -0.29430 0.83275
11 H -1.56444 -1.25709 -0.55296
12 H -2.86148 -1.78355 0.44950
13 H -1.18113 -2.63459 1.88805
14 H -1.01635 -0.98879 2.50382
15 H 0.39695 -0.28818 -2.10582
16 H 2.75047 1.86149 0.20585
17 H 1.76759 2.91581 0.84812

Here are the natural (NBO) charges for atoms 1 to 4, given in e: number 1, C, carries -0.63; number 2, C, carries -0.08; number 3, C, carries -0.53; number 4, N, carries -1.17

=====

(8)
ORCA calculation (ωB97M-V with the def2-TZVPD basis set) on C3H8Cl2O4S2Tm as an isolated structure in a non-equilibrium geometry.

**Total charge**: +1
**Orbital gap (spin up / spin down)**: 9.9 / 9.9 eV
**Lowest unoccupied orbital energy (spin up / spin down)**: -0.1461 / -0.1460 hartree
**HOMO energy (spin up / spin down)**: -13.86 / -13.86 eV
**Spin multiplicity**: 3

Element x y z (Å)
1 Tm -0.06399 -0.94565 -0.71392
2 O 0.53327 1.03052 -0.63221
3 S -0.54527 1.07999 0.46690
4 O -0.87870 2.34110 0.99085
5 O -0.05119 -0.00682 1.36188
6 O -1.64633 0.31190 -0.29391
7 Cl 2.42651 -1.51243 0.17081
8 C 1.75795 -2.56603 1.45887
9 Cl 0.10587 -3.11001 1.01148
10 H 1.69492 -1.98867 2.36817
11 H 2.38385 -3.44060 1.53235
12 C -1.34374 0.83483 -3.55488
13 S -0.25064 -0.61338 -3.53548
14 C 1.33280 0.19019 -3.85987
15 H -1.39225 1.19080 -4.58112
16 H -0.96065 1.60794 -2.89430
17 H -2.33410 0.52786 -3.23376
18 H 1.64008 0.82420 -3.03218
19 H 1.21809 0.79479 -4.75639
20 H 2.06428 -0.59039 -4.05674

Here are the natural (NBO) charges for atoms 1 to 4, given in e: number 1, Tm, carries 1.85; number 2, O, carries -1.04; number 3, S, carries 2.51; number 4, O, carries -0.83

=====

(9)
ORCA calculation (ωB97M-V with the def2-TZVPD basis set) on the molecule C3H8ClN in a non-equilibrium geometry.

**Total charge**: 0
**Orbital gap**: 10.7 eV
**Lowest unoccupied orbital energy**: 0.0415 hartree
**HOMO energy**: -9.60 eV
**Spin multiplicity**: 1
**SMILES string**: NCCCCl

Element x y z (Å)
1 N -2.73132 -0.41259 0.07936
2 C -1.71293 0.44208 -0.42836
3 C -0.52150 -0.03730 0.47312
4 C 0.78501 0.74821 0.24958
5 Cl 2.13257 -0.32487 -0.16590
6 H -3.46726 -0.56624 -0.57820
7 H -2.34189 -1.37037 0.30276
8 H -1.90020 1.47144 -0.28305
9 H -1.33094 0.19484 -1.48579
10 H -0.66981 0.16241 1.49984
11 H -0.44871 -1.09737 0.53849
12 H 1.11206 1.28824 1.11678
13 H 0.60891 1.40997 -0.61222

Here are the natural (NBO) charges for atoms 1 to 4, given in e: number 1, N, carries -0.83; number 2, C, carries -0.21; number 3, C, carries -0.42; number 4, C, carries -0.36

=====

(10)
ORCA calculation (ωB97M-V with the def2-TZVPD basis set) on an isolated ion of composition C3H8ClN2O and charge +1 in a non-equilibrium geometry.

**Total charge**: +1
**Orbital gap**: 10.2 eV
**Lowest unoccupied orbital energy**: -0.1612 hartree
**HOMO energy**: -14.61 eV
**Spin multiplicity**: 1
**SMILES string**: C[C@H](O)/[NH+]=C(/N)Cl

Element x y z (Å)
1 C 0.73805 0.44466 -1.89931
2 C 0.75312 -0.28784 -0.56118
3 O 0.80123 -1.67058 -0.77314
4 N -0.45768 -0.03528 0.23729
5 C -0.56311 0.33868 1.63371
6 N -1.70425 0.32466 2.26169
7 Cl 0.87678 0.77436 2.37024
8 H 0.74493 1.49262 -1.60334
9 H 1.64444 0.17538 -2.34908
10 H -0.04720 0.09365 -2.55053
11 H 1.67428 0.15735 -0.01372
12 H 0.82918 -2.04140 -1.66557
13 H -1.07502 -0.74472 -0.11821
14 H -2.62717 0.16818 1.88711
15 H -1.58760 0.81028 3.14403

Here are the natural (NBO) charges for atoms 1 to 4, given in e: number 1, C, carries -0.63; number 2, C, carries 0.26; number 3, O, carries -0.73; number 4, N, carries -0.58

=====

(11)
ORCA calculation (ωB97M-V with the def2-TZVPD basis set) on a 2-piece molecular cluster, C3H8ClN4OP overall in a non-equilibrium geometry.

**Total charge**: 0
**Orbital gap**: 8.5 eV
**Lowest unoccupied orbital energy**: 0.0026 hartree
**HOMO energy**: -8.41 eV
**Spin multiplicity**: 1
**SMILES string**: NP(N)(O)=NCl.C=CC#N

Element x y z (Å)
1 N 1.09036 0.58189 -1.26664
2 P 1.13014 1.04890 0.30074
3 N 2.61299 1.97399 0.42586
4 O 1.55860 -0.22447 1.14931
5 N -0.06496 1.58661 1.24716
6 Cl -1.16811 2.75226 0.61859
7 H 1.37155 -0.38057 -1.39467
8 H 0.26943 0.58575 -1.82361
9 H 2.70296 2.55825 1.26901
10 H 2.71632 2.52401 -0.47244
11 H 1.18280 -0.12045 1.99595
12 C -2.48606 -1.19282 0.34206
13 C -2.25846 -2.21090 -0.54056
14 C -0.93242 -2.28038 -1.02779
15 N 0.11653 -2.14665 -1.43015
16 H -3.34261 -1.38871 0.92931
17 H -1.59296 -0.55187 0.51789
18 H -2.90610 -3.11483 -0.84002

Here are the natural (NBO) charges for atoms 1 to 4, given in e: number 1, N, carries -1.21; number 2, P, carries 2.24; number 3, N, carries -1.17; number 4, O, carries -0.97

=====

(12)
ORCA calculation (ωB97M-V with the def2-TZVPD basis set) on the molecule C3H8ClN5 in a non-equilibrium geometry.

**Total charge**: 0
**Orbital gap**: 8.4 eV
**Lowest unoccupied orbital energy**: 0.0324 hartree
**HOMO energy**: -7.53 eV
**Spin multiplicity**: 1
**SMILES string**: NN1CC=CN(Cl)N1N

Element x y z (Å)
1 N 1.21009 0.71124 0.94739
2 N 0.06420 -0.20669 0.97062
3 C -1.21564 0.48934 0.92324
4 C -1.31157 1.30871 -0.30166
5 C -0.71809 0.75430 -1.37997
6 N -0.12150 -0.44684 -1.42675
7 Cl -0.04614 -1.53489 -2.67086
8 N -0.00036 -1.25721 0.13249
9 N 1.11641 -2.12062 0.04588
10 H 1.05471 1.46395 1.59743
11 H 2.09694 0.33821 1.30834
12 H -1.17138 1.08870 1.90267
13 H -1.97422 -0.33632 1.14354
14 H -1.41837 2.35152 -0.17272
15 H -0.58850 1.33381 -2.29823
16 H 1.94498 -1.64446 0.26200
17 H 1.07847 -2.29274 -0.98341

Here are the natural (NBO) charges for atoms 1 to 4, given in e: number 1, N, carries -0.71; number 2, N, carries -0.12; number 3, C, carries -0.25; number 4, C, carries -0.37

=====

| no. | electronic energy (eV) |
| --- | --- |
| 1 | -171644.4179 |
| 2 | -76254.7586 |
| 3 | -75330.5601 |
| 4 | -86666.3938 |
| 5 | -11887.2555 |
| 6 | -29764.7463 |
| 7 | -43155.5409 |
| 8 | -87671.0936 |
| 9 | -17252.5380 |
| 10 | -20783.5384 |
| 11 | -33058.6634 |
| 12 | -23206.8408 |